(1)
Computed, not measured: a structure of composition C36H38BrIKN7O3S2, with ωB97M-V/def2-TZVPD.

Element x y z (Å)
K: 0.488 0.508 -0.423
C: -0.603 -5.741 1.933
C: -0.352 -4.810 0.780
C: -1.003 -4.989 -0.437
C: -0.827 -4.102 -1.488
C: 0.024 -3.016 -1.334
C: 0.712 -2.848 -0.142
C: 0.519 -3.732 0.906
S: 0.069 -1.798 -2.627
O: -0.947 -0.806 -2.226
O: -0.261 -2.505 -3.849
N: 1.488 -1.167 -2.445
C: 2.055 -0.382 -3.448
C: 1.932 -0.627 -4.802
C: 2.571 0.184 -5.758
C: 3.353 1.241 -5.392
C: 3.515 1.528 -4.018
C: 4.305 2.609 -3.560
C: 4.417 2.858 -2.226
C: 3.721 2.019 -1.330
N: 2.984 1.006 -1.707
C: 2.877 0.732 -3.040
H: -0.729 -6.769 1.591
H: -1.518 -5.456 2.456
H: 0.218 -5.713 2.649
H: -1.668 -5.836 -0.560
H: -1.343 -4.241 -2.428
H: 1.416 -2.039 -0.047
H: 1.061 -3.582 1.833
H: 1.329 -1.463 -5.123
H: 2.441 -0.046 -6.809
H: 3.848 1.859 -6.130
H: 4.813 3.232 -4.287
H: 5.011 3.680 -1.850
H: 3.772 2.207 -0.262
N: -0.699 3.679 -1.208
C: 0.156 4.022 -0.202
N: 0.987 3.205 0.348
C: 1.723 3.849 1.335
C: 2.676 3.244 2.149
C: 3.330 4.016 3.094
C: 3.047 5.374 3.240
C: 2.093 5.986 2.444
C: 1.437 5.211 1.499
S: 0.187 5.679 0.381
H: -0.885 2.695 -1.317
H: -1.455 4.298 -1.437
H: 2.878 2.185 2.042
H: 4.072 3.553 3.732
H: 3.571 5.958 3.985
H: 1.867 7.038 2.561
C: -0.089 0.533 3.438
N: -1.447 1.048 3.533
C: -1.702 1.817 4.742
C: -2.013 1.434 2.336
O: -1.358 1.459 1.296
N: -3.339 1.767 2.358
C: -4.286 1.144 3.269
C: -3.914 2.269 1.124
H: 0.177 0.087 4.396
H: 0.634 1.318 3.196
H: -0.028 -0.237 2.672
H: -0.877 2.514 4.925
H: -1.792 1.155 5.605
H: -2.617 2.394 4.646
H: -3.770 0.470 3.948
H: -5.009 0.559 2.696
H: -4.829 1.892 3.853
H: -3.184 2.881 0.603
H: -4.787 2.877 1.365
H: -4.220 1.450 0.464
C: 4.213 -1.569 -0.142
C: 3.443 -0.814 0.839
N: 2.830 -0.202 1.595
H: 5.221 -1.165 -0.204
H: 3.701 -1.463 -1.102
H: 4.251 -2.621 0.134
Br: -4.531 -4.933 1.298
C: -4.326 -4.124 -0.399
C: -4.742 -4.853 -1.503
C: -4.602 -4.324 -2.778
C: -4.055 -3.063 -2.947
C: -3.645 -2.330 -1.843
C: -3.770 -2.863 -0.568
I: -3.037 -1.734 1.021
H: -5.169 -5.836 -1.361
H: -4.919 -4.908 -3.632
H: -3.916 -2.646 -3.936
H: -3.168 -1.371 -1.981

Properties
Energy above the lowest of the compared OMol25 structures with the same formula, charge and spin (kJ/mol): 42.54
Energy (eV): -170663.8737
HOMO energy (hartree): -0.2591
Frontier orbital gap (eV): 7.3
LUMO level (eV): 0.23


(2)
Computed, not measured: a structure of composition C42H105N7Na3O18P in a non-equilibrium geometry, with ωB97M-V/def2-TZVPD.

Element x y z (Å)
Na: -0.483 1.529 3.225
Na: 0.492 0.879 -1.633
Na: 1.118 -2.439 1.635
P: 0.328 -0.017 0.866
O: -0.276 1.386 0.569
O: -0.297 -0.618 2.176
O: 1.852 -0.081 1.056
O: 0.020 -0.981 -0.348
C: 5.111 -4.773 -2.852
O: 4.605 -3.479 -2.565
C: 3.235 -3.560 -2.116
C: 3.001 -2.201 -1.477
N: 2.993 -2.318 0.011
C: 4.300 -2.772 0.622
C: 4.310 -2.692 2.205
O: 3.496 -3.682 2.820
C: 3.297 -3.686 4.204
H: 5.102 -5.433 -1.985
H: 6.013 -4.671 -3.455
H: 4.434 -5.336 -3.494
H: 3.040 -4.397 -1.445
H: 2.728 -3.467 -3.077
H: 2.035 -1.891 -1.875
H: 3.769 -1.470 -1.734
H: 2.720 -1.420 0.384
H: 5.173 -2.316 0.154
H: 4.391 -3.837 0.409
H: 3.990 -1.698 2.518
H: 5.358 -2.817 2.477
H: 2.967 -2.672 4.428
H: 4.246 -3.922 4.685
H: 2.609 -4.488 4.472
C: -5.852 0.767 -1.320
O: -5.834 2.025 -0.640
C: -4.709 2.255 0.184
C: -3.488 2.814 -0.559
N: -3.586 4.283 -0.643
C: -2.295 4.766 -1.042
C: -2.374 6.176 -1.640
O: -3.142 6.251 -2.850
C: -2.702 7.395 -3.560
H: -5.038 0.711 -2.043
H: -6.730 0.661 -1.957
H: -5.852 -0.074 -0.625
H: -4.437 1.402 0.807
H: -5.167 2.995 0.841
H: -3.285 2.250 -1.469
H: -2.622 2.622 0.074
H: -4.316 4.435 -1.323
H: -1.820 4.045 -1.706
H: -1.657 4.783 -0.158
H: -1.347 6.447 -1.884
H: -2.671 6.901 -0.882
H: -1.651 7.368 -3.846
H: -2.931 8.264 -2.943
H: -3.378 7.543 -4.402
C: 5.021 0.157 5.734
O: 5.233 0.113 4.281
C: 4.390 1.146 3.571
C: 2.866 1.054 3.861
N: 2.015 1.813 2.921
C: 2.348 3.231 2.840
C: 1.106 3.995 2.309
O: -0.009 3.880 3.271
C: -0.936 4.927 3.112
H: 5.020 1.153 6.178
H: 5.837 -0.393 6.200
H: 4.090 -0.316 6.046
H: 4.516 1.001 2.498
H: 4.675 2.186 3.728
H: 2.535 1.256 4.880
H: 2.525 0.019 3.827
H: 2.009 1.271 2.069
H: 3.222 3.334 2.197
H: 2.607 3.712 3.783
H: 0.865 3.767 1.271
H: 1.539 4.993 2.368
H: -1.751 4.882 3.835
H: -1.300 4.869 2.087
H: -0.467 5.877 3.367
C: -3.977 2.482 3.265
O: -3.437 1.555 4.261
C: -3.569 0.196 3.824
C: -2.773 -0.748 4.691
N: -1.319 -0.641 4.628
C: -0.534 -1.594 5.424
C: -0.603 -3.064 4.886
O: 0.100 -3.444 3.717
C: -0.233 -4.765 3.310
H: -3.930 3.420 3.819
H: -4.992 2.206 2.979
H: -3.312 2.486 2.401
H: -3.109 0.048 2.847
H: -4.623 -0.054 3.939
H: -2.984 -1.712 4.229
H: -3.156 -0.758 5.711
H: -1.194 -0.744 3.631
H: -0.990 -1.735 6.404
H: 0.512 -1.312 5.542
H: -1.637 -3.386 4.764
H: -0.157 -3.658 5.684
H: 0.138 -5.503 4.021
H: 0.193 -5.061 2.351
H: -1.310 -4.915 3.236
C: 5.524 4.748 0.134
O: 4.389 3.899 0.105
C: 4.715 2.593 -0.421
C: 3.437 1.808 -0.959
N: 2.725 2.386 -2.113
C: 2.302 3.785 -2.000
C: 1.200 4.073 -3.069
O: 1.705 3.891 -4.404
C: 0.687 3.831 -5.415
H: 6.061 4.684 -0.812
H: 6.218 4.553 0.952
H: 5.164 5.751 0.363
H: 5.091 2.094 0.472
H: 5.511 2.640 -1.164
H: 2.827 1.679 -0.065
H: 3.730 0.797 -1.244
H: 3.302 2.262 -2.932
H: 3.090 4.490 -2.265
H: 1.842 4.039 -1.045
H: 0.819 5.085 -2.928
H: 0.335 3.450 -2.840
H: -0.229 4.342 -5.118
H: 0.409 2.824 -5.724
H: 1.053 4.266 -6.345
C: -0.613 -6.994 -2.066
O: 0.022 -5.742 -2.328
C: 0.163 -4.814 -1.232
C: -1.204 -4.363 -0.686
N: -1.055 -3.357 0.332
C: -2.227 -3.123 1.134
C: -3.386 -2.569 0.310
O: -4.016 -3.587 -0.338
C: -5.211 -3.270 -1.023
H: -1.687 -6.838 -1.959
H: -0.188 -7.397 -1.147
H: -0.425 -7.667 -2.902
H: 0.770 -3.997 -1.622
H: 0.772 -5.355 -0.508
H: -1.843 -5.171 -0.331
H: -1.793 -3.849 -1.446
H: -0.699 -2.464 0.020
H: -1.846 -2.404 1.859
H: -2.484 -4.045 1.656
H: -3.076 -1.787 -0.382
H: -4.030 -2.087 1.046
H: -4.927 -2.588 -1.825
H: -5.945 -2.855 -0.333
H: -5.611 -4.231 -1.346
C: -2.908 -4.135 -4.975
O: -2.057 -2.961 -4.884
C: -0.754 -3.331 -4.373
C: -0.005 -1.973 -4.266
N: -0.364 -1.104 -3.081
C: -1.795 -0.721 -2.961
C: -2.210 0.407 -3.976
O: -1.766 1.736 -3.558
C: -2.484 2.675 -4.263
H: -2.712 -4.627 -5.928
H: -3.974 -3.908 -4.999
H: -2.774 -4.865 -4.177
H: -0.221 -3.974 -5.074
H: -0.799 -3.922 -3.458
H: 0.078 -1.428 -5.206
H: 1.036 -2.292 -4.211
H: -0.135 -1.614 -2.240
H: -1.882 -0.229 -1.993
H: -2.451 -1.586 -2.860
H: -3.276 0.302 -4.176
H: -1.732 0.148 -4.921
H: -2.232 3.718 -4.074
H: -3.566 2.698 -4.134
H: -2.243 2.603 -5.324

Properties
Energy above the lowest of the compared OMol25 structures with the same formula, charge and spin (kJ/mol): 537.85
Energy (eV): -115078.1406
HOMO energy (hartree): -0.2815
Frontier orbital gap (eV): 7.9
LUMO level (eV): 0.24


(3)
Computed, not measured: an isolated molecule of C5H8F2 in a non-equilibrium geometry, with ωB97M-V/def2-TZVPD.

Element x y z (Å)
C: 1.962 -0.821 0.178
C: 1.014 0.358 -0.209
C: -0.312 0.392 -0.084
C: -1.303 1.567 -0.197
C: -0.926 -0.978 0.166
F: -1.601 -1.500 -1.118
F: -1.858 -0.720 1.090
H: 2.393 -0.595 1.165
H: 2.679 -0.836 -0.730
H: 1.543 -1.813 0.325
H: 1.767 1.215 -0.544
H: -0.920 2.583 0.089
H: -1.804 1.772 -1.192
H: -2.198 1.196 0.576
H: -0.436 -1.820 0.485

Properties
Energy above the lowest of the compared OMol25 structures with the same formula, charge and spin (kJ/mol): 177.58
Energy (eV): -10747.5334
HOMO energy (hartree): -0.3619
SMILES string: C/C=C(/C)C(F)F
Frontier orbital gap (eV): 10.8
LUMO level (eV): 1.00


(4)
Computed, not measured: a cluster of 8 separate species, C46H67F22NO18S2 in total in a non-equilibrium geometry, with ωB97M-V/def2-TZVPD.

Element x y z (Å)
C: -3.067 -4.536 -3.566
C: -2.916 -5.180 -4.971
C: -2.021 -4.402 -5.956
C: -2.199 -2.866 -5.969
C: -3.655 -2.365 -6.138
C: -3.794 -0.954 -5.462
C: -4.707 -1.010 -4.211
C: -4.580 0.270 -3.367
C: -3.306 0.351 -2.469
C: -2.607 -1.003 -2.230
C: -1.538 -0.932 -1.121
C: -0.182 -0.443 -1.730
C: 0.779 -1.654 -1.908
C: 1.776 -1.458 -3.089
C: 3.034 -2.351 -2.888
C: 4.354 -1.592 -3.082
F: 2.979 -3.501 -3.627
O: 2.188 -0.073 -2.909
S: 1.781 0.922 -4.105
O: 2.886 1.282 -4.946
O: 0.955 2.012 -3.644
O: 0.819 -0.147 -4.870
C: 1.031 -1.525 -4.454
N: 1.702 -2.228 -5.544
C: 1.805 -1.604 -6.594
S: 2.405 -0.828 -7.841
H: -4.098 -4.205 -3.411
H: -2.891 -5.292 -2.796
H: -2.420 -3.675 -3.404
H: -2.520 -6.190 -4.843
H: -3.922 -5.292 -5.386
H: -2.153 -4.807 -6.964
H: -0.978 -4.608 -5.679
H: -1.776 -2.465 -5.046
H: -1.613 -2.487 -6.814
H: -4.372 -3.017 -5.636
H: -3.878 -2.259 -7.200
H: -2.810 -0.560 -5.185
H: -4.260 -0.263 -6.171
H: -4.585 -1.931 -3.643
H: -5.732 -1.030 -4.606
H: -5.463 0.445 -2.747
H: -4.532 1.110 -4.069
H: -3.619 0.717 -1.485
H: -2.578 1.059 -2.877
H: -3.365 -1.727 -1.920
H: -2.137 -1.315 -3.169
H: -1.836 -0.274 -0.303
H: -1.363 -1.936 -0.723
H: 0.310 0.247 -1.047
H: -0.426 0.025 -2.683
H: 1.319 -1.760 -0.967
H: 0.212 -2.565 -2.141
H: 3.024 -2.660 -1.840
H: 4.341 -0.926 -3.946
H: 4.470 -0.956 -2.200
H: 5.200 -2.279 -3.080
H: 0.016 -1.843 -4.203
C: -0.848 2.687 -8.293
C: -1.871 1.689 -7.794
O: -3.173 1.962 -8.343
C: -3.383 1.528 -9.580
O: -2.599 0.942 -10.263
C: -4.819 1.854 -10.004
F: -5.148 3.112 -9.695
F: -5.684 1.041 -9.383
F: -4.980 1.700 -11.313
H: -1.168 3.710 -8.093
H: 0.115 2.518 -7.811
H: -0.714 2.599 -9.371
H: -1.980 1.769 -6.713
H: -1.576 0.663 -8.015
C: 6.508 -1.246 -7.060
C: 6.688 -2.713 -7.390
O: 7.154 -2.891 -8.739
C: 8.456 -2.711 -8.931
O: 9.257 -2.421 -8.095
C: 8.803 -2.974 -10.400
F: 7.939 -2.371 -11.223
F: 8.768 -4.287 -10.661
F: 10.021 -2.531 -10.692
H: 5.848 -0.771 -7.787
H: 6.078 -1.130 -6.066
H: 7.459 -0.715 -7.090
H: 5.732 -3.229 -7.334
H: 7.365 -3.203 -6.690
C: 0.624 3.215 -0.240
C: 1.839 3.526 0.607
O: 1.450 4.028 1.901
C: 1.079 3.110 2.784
O: 1.040 1.932 2.594
C: 0.735 3.780 4.117
F: -0.037 4.860 3.944
F: 1.845 4.180 4.748
F: 0.087 2.943 4.925
H: -0.023 4.091 -0.317
H: 0.923 2.909 -1.242
H: 0.030 2.415 0.202
H: 2.430 4.310 0.140
H: 2.486 2.656 0.718
C: -2.405 3.691 6.301
C: -3.536 3.075 5.507
O: -4.182 2.020 6.244
C: -5.066 2.405 7.155
O: -5.371 3.530 7.412
C: -5.689 1.174 7.820
F: -4.764 0.273 8.163
F: -6.550 0.571 6.986
F: -6.357 1.500 8.922
H: -1.701 2.924 6.618
H: -1.879 4.428 5.702
H: -2.777 4.181 7.202
H: -3.147 2.610 4.603
H: -4.268 3.822 5.201
C: 6.990 3.088 7.471
C: 5.745 3.494 6.714
O: 5.965 3.470 5.291
C: 5.899 2.278 4.714
O: 5.676 1.240 5.260
C: 6.110 2.425 3.204
F: 7.149 3.216 2.919
F: 5.025 2.961 2.627
F: 6.339 1.251 2.623
H: 7.836 3.711 7.179
H: 6.833 3.188 8.540
H: 7.261 2.054 7.258
H: 5.478 4.521 6.956
H: 4.893 2.867 6.974
C: 6.365 -0.201 13.586
C: 5.655 1.043 14.078
O: 5.938 2.174 13.233
C: 5.238 2.246 12.108
O: 4.408 1.470 11.742
C: 5.621 3.516 11.343
F: 6.948 3.680 11.286
F: 5.108 4.600 11.933
F: 5.166 3.480 10.090
H: 7.436 -0.017 13.494
H: 6.207 -1.026 14.279
H: 6.000 -0.500 12.604
H: 6.017 1.315 15.067
H: 4.579 0.890 14.153
C: -7.935 -1.925 7.305
C: -9.254 -2.520 7.749
O: -10.117 -2.774 6.625
C: -9.871 -3.886 5.944
O: -9.013 -4.682 6.180
C: -10.891 -4.034 4.810
F: -11.049 -2.887 4.140
F: -12.086 -4.390 5.299
F: -10.511 -4.964 3.941
H: -8.106 -1.035 6.709
H: -7.325 -1.664 8.168
H: -7.376 -2.629 6.688
H: -9.790 -1.814 8.381
H: -9.112 -3.433 8.327

Properties
Energy (eV): -168590.0667
HOMO energy (hartree): -0.3697
SMILES string: CCCCCCCCCCCCC[C@]1([C@H](C)F)OS(=O)(=O)O[C@H]1N=C=S.CCOC(=O)C(F)(F)F.CCOC(=O)C(F)(F)F.CCOC(=O)C(F)(F)F.CCOC(=O)C(F)(F)F.CCOC(=O)C(F)(F)F.CCOC(=O)C(F)(F)F.CCOC(=O)C(F)(F)F
Frontier orbital gap (eV): 9.8
LUMO level (eV): -0.24


- Look up the LUMO level of the first one.
  0.23 eV


- What is the LUMO level in the third record?
  1.00 eV


Copy entry 1 word for word.
Computed, not measured: a structure of composition C36H38BrIKN7O3S2, with ωB97M-V/def2-TZVPD.

Element x y z (Å)
K: 0.488 0.508 -0.423
C: -0.603 -5.741 1.933
C: -0.352 -4.810 0.780
C: -1.003 -4.989 -0.437
C: -0.827 -4.102 -1.488
C: 0.024 -3.016 -1.334
C: 0.712 -2.848 -0.142
C: 0.519 -3.732 0.906
S: 0.069 -1.798 -2.627
O: -0.947 -0.806 -2.226
O: -0.261 -2.505 -3.849
N: 1.488 -1.167 -2.445
C: 2.055 -0.382 -3.448
C: 1.932 -0.627 -4.802
C: 2.571 0.184 -5.758
C: 3.353 1.241 -5.392
C: 3.515 1.528 -4.018
C: 4.305 2.609 -3.560
C: 4.417 2.858 -2.226
C: 3.721 2.019 -1.330
N: 2.984 1.006 -1.707
C: 2.877 0.732 -3.040
H: -0.729 -6.769 1.591
H: -1.518 -5.456 2.456
H: 0.218 -5.713 2.649
H: -1.668 -5.836 -0.560
H: -1.343 -4.241 -2.428
H: 1.416 -2.039 -0.047
H: 1.061 -3.582 1.833
H: 1.329 -1.463 -5.123
H: 2.441 -0.046 -6.809
H: 3.848 1.859 -6.130
H: 4.813 3.232 -4.287
H: 5.011 3.680 -1.850
H: 3.772 2.207 -0.262
N: -0.699 3.679 -1.208
C: 0.156 4.022 -0.202
N: 0.987 3.205 0.348
C: 1.723 3.849 1.335
C: 2.676 3.244 2.149
C: 3.330 4.016 3.094
C: 3.047 5.374 3.240
C: 2.093 5.986 2.444
C: 1.437 5.211 1.499
S: 0.187 5.679 0.381
H: -0.885 2.695 -1.317
H: -1.455 4.298 -1.437
H: 2.878 2.185 2.042
H: 4.072 3.553 3.732
H: 3.571 5.958 3.985
H: 1.867 7.038 2.561
C: -0.089 0.533 3.438
N: -1.447 1.048 3.533
C: -1.702 1.817 4.742
C: -2.013 1.434 2.336
O: -1.358 1.459 1.296
N: -3.339 1.767 2.358
C: -4.286 1.144 3.269
C: -3.914 2.269 1.124
H: 0.177 0.087 4.396
H: 0.634 1.318 3.196
H: -0.028 -0.237 2.672
H: -0.877 2.514 4.925
H: -1.792 1.155 5.605
H: -2.617 2.394 4.646
H: -3.770 0.470 3.948
H: -5.009 0.559 2.696
H: -4.829 1.892 3.853
H: -3.184 2.881 0.603
H: -4.787 2.877 1.365
H: -4.220 1.450 0.464
C: 4.213 -1.569 -0.142
C: 3.443 -0.814 0.839
N: 2.830 -0.202 1.595
H: 5.221 -1.165 -0.204
H: 3.701 -1.463 -1.102
H: 4.251 -2.621 0.134
Br: -4.531 -4.933 1.298
C: -4.326 -4.124 -0.399
C: -4.742 -4.853 -1.503
C: -4.602 -4.324 -2.778
C: -4.055 -3.063 -2.947
C: -3.645 -2.330 -1.843
C: -3.770 -2.863 -0.568
I: -3.037 -1.734 1.021
H: -5.169 -5.836 -1.361
H: -4.919 -4.908 -3.632
H: -3.916 -2.646 -3.936
H: -3.168 -1.371 -1.981

Properties
Energy above the lowest of the compared OMol25 structures with the same formula, charge and spin (kJ/mol): 42.54
Energy (eV): -170663.8737
HOMO energy (hartree): -0.2591
Frontier orbital gap (eV): 7.3
LUMO level (eV): 0.23